Molecular formula: C28H30N8O2Pb
Method: DFT, ωB97M-V/def2-TZVPD

Last column: Mulliken charge in e.
Cartesian coordinates (Å):
Pb 0.135 -1.172 0.602  1.464
O 1.373 -3.181 -0.926  -0.272
N 2.337 -3.094 -1.647  -0.349
N 2.719 -1.767 -1.843  0.885
O 2.147 -0.827 -1.267  -0.562
C 3.807 -1.557 -2.749  0.551
C 4.482 -2.641 -3.314  -0.287
C 5.519 -2.378 -4.190  -0.594
C 5.871 -1.068 -4.492  -0.477
C 5.188 -0.002 -3.915  -0.540
C 4.149 -0.237 -3.037  -0.365
H 4.209 -3.657 -3.076  0.460
H 6.056 -3.202 -4.639  0.405
H 6.682 -0.876 -5.182  0.410
H 5.468 1.014 -4.155  0.388
H 3.607 0.578 -2.582  0.409
N -3.385 9.209 0.223  -0.429
C -3.020 8.121 0.270  -0.205
C -2.561 6.755 0.328  0.554
C -1.197 6.482 0.297  -0.830
C -0.758 5.170 0.353  -0.043
C -1.678 4.129 0.434  -0.567
C -3.041 4.406 0.463  -0.036
C -3.485 5.717 0.414  -0.859
C -1.204 2.709 0.479  0.857
C -0.654 2.268 1.682  -0.060
C -0.551 3.098 2.872  -0.594
C 0.045 2.357 3.826  -1.359
C 0.293 1.070 3.212  -0.028
N -0.110 0.998 1.968  0.333
C -1.353 1.971 -0.695  0.003
C -1.881 2.503 -1.945  -0.587
C -1.849 1.499 -2.841  -1.125
C -1.299 0.357 -2.125  -0.200
N -1.008 0.626 -0.880  0.309
H -0.488 7.296 0.229  0.479
H 0.304 4.957 0.326  0.510
H -3.760 3.598 0.529  0.515
H -4.542 5.942 0.442  0.480
H -0.905 4.113 2.950  0.552
H 0.287 2.634 4.839  0.469
H 0.751 0.216 3.698  0.463
H -2.215 3.516 -2.098  0.548
H -2.153 1.512 -3.875  0.473
H -1.126 -0.632 -2.535  0.569
N -0.821 -2.307 2.818  -0.503
C -0.117 -3.560 3.179  -0.789
C 1.291 -3.327 3.716  -0.411
C 2.403 -3.106 2.699  -0.743
N 2.395 -1.745 2.112  -0.427
H -0.854 -1.690 3.625  0.234
H -1.789 -2.519 2.593  0.249
H -0.074 -4.186 2.284  0.349
H -0.691 -4.112 3.925  0.454
H 1.562 -4.213 4.292  0.360
H 1.283 -2.507 4.445  0.272
H 2.296 -3.821 1.880  0.326
H 3.363 -3.312 3.176  0.424
H 3.177 -1.654 1.469  0.213
H 2.583 -1.064 2.842  0.237
C -5.163 -3.939 -1.289  -1.094
C -3.695 -4.280 -1.561  -0.228
C -2.775 -3.405 -0.822  0.034
N -2.069 -2.710 -0.241  -0.235
H -5.794 -4.618 -1.857  0.336
H -5.394 -2.920 -1.594  0.328
H -5.403 -4.051 -0.233  0.334
H -3.452 -4.183 -2.619  0.276
H -3.463 -5.306 -1.271  0.290

Its total charge is +2. For the HOMO energy (spin up / spin down), the calculation gives -13.98 / -13.96 eV. The value obtained for the orbital gap (spin up / spin down) is 6.40 / 5.89 eV.

***

Molecular formula: C28H30O3P2S3V
Method: DFT, ωB97M-V/def2-TZVPD

Last column: Mulliken charge in e.
Cartesian coordinates (Å):
V 0.858 0.790 -1.080  0.251
C -1.914 -0.206 1.004  -1.058
C -1.418 -1.551 0.476  -1.334
P 0.333 -1.410 -0.090  1.747
C 0.612 -2.900 -1.077  0.655
C 1.310 -2.838 -2.280  -0.430
C 1.468 -3.978 -3.059  -0.858
C 0.926 -5.182 -2.640  -0.600
C 0.228 -5.256 -1.438  -0.808
C 0.069 -4.121 -0.662  -0.513
C 1.191 -1.625 1.501  0.488
C 1.789 -2.814 1.899  -0.322
C 2.416 -2.903 3.136  -0.788
C 2.454 -1.803 3.981  -0.644
C 1.863 -0.607 3.591  -1.093
C 1.238 -0.519 2.357  -0.441
P -1.340 1.162 -0.068  1.211
C -2.726 1.359 -1.227  1.011
C -3.372 2.585 -1.368  -0.467
C -4.427 2.716 -2.262  -0.824
C -4.828 1.636 -3.032  -0.558
C -4.167 0.421 -2.918  -0.847
C -3.115 0.288 -2.027  -0.496
C -1.320 2.586 1.045  0.130
C -0.175 3.367 1.171  -0.499
C -0.133 4.414 2.082  -0.756
C -1.241 4.687 2.868  -0.553
C -2.389 3.911 2.752  -0.804
C -2.429 2.863 1.846  -0.224
H -1.522 -0.034 2.008  0.573
H -3.001 -0.172 1.069  0.695
H -2.019 -1.935 -0.349  0.617
H -1.435 -2.299 1.269  0.762
H 1.739 -1.902 -2.622  0.302
H 2.007 -3.918 -3.995  0.460
H 1.043 -6.068 -3.250  0.423
H -0.193 -6.197 -1.110  0.433
H -0.482 -4.194 0.269  0.391
H 1.783 -3.674 1.243  0.463
H 2.882 -3.834 3.431  0.461
H 2.945 -1.876 4.943  0.422
H 1.890 0.254 4.246  0.499
H 0.797 0.433 2.071  0.315
H -3.052 3.447 -0.800  0.460
H -4.926 3.671 -2.361  0.434
H -5.645 1.742 -3.733  0.403
H -4.459 -0.418 -3.535  0.457
H -2.591 -0.660 -1.987  0.153
H 0.687 3.192 0.536  0.394
H 0.758 5.023 2.162  0.466
H -1.216 5.510 3.570  0.421
H -3.254 4.124 3.366  0.442
H -3.332 2.269 1.762  0.394
O -0.110 2.646 -1.786  -0.452
S 0.787 2.344 -2.968  0.948
O 0.789 3.264 -4.042  -0.554
O 2.090 2.132 -2.211  -0.601
S 0.279 0.392 -3.303  -0.318
C 3.960 -1.176 0.121  -0.730
S 3.263 0.168 -0.830  0.231
C 3.771 1.554 0.219  -0.882
H 5.032 -1.158 -0.074  0.539
H 3.547 -2.116 -0.243  0.250
H 3.760 -1.072 1.185  0.185
H 3.309 1.476 1.203  0.162
H 3.502 2.481 -0.279  0.340
H 4.854 1.510 0.326  0.467

Its total charge is +1. As for the spin multiplicity: 3. For the HOMO energy (spin up / spin down), the calculation gives -11.38 / -11.65 eV. The value obtained for the orbital gap (spin up / spin down) is 8.02 / 8.26 eV.

***

Molecular formula: C28H31Cl2N9O12Ti
Method: DFT, ωB97M-V/def2-TZVPD

Last column: Mulliken charge in e.
Cartesian coordinates (Å):
Ti 1.892 -0.745 0.252  0.224
O 3.629 -1.592 -2.721  -0.481
C 3.295 -0.325 -2.990  -0.233
O 2.509 0.065 -3.817  -0.556
C 3.884 0.619 -1.964  0.767
C 4.724 1.564 -2.543  -1.070
C 5.159 2.624 -1.732  -0.728
C 4.592 2.845 -0.488  -1.235
C 3.726 1.849 -0.050  -0.111
N 3.384 0.771 -0.748  0.914
C 3.237 1.694 1.396  1.012
O 4.275 2.177 2.180  -0.570
O 2.851 0.414 1.605  -0.747
H 2.839 -2.096 -3.088  0.606
H 5.108 1.430 -3.498  0.578
H 5.850 3.325 -2.125  0.459
H 4.933 3.633 0.129  0.591
H 3.856 2.902 2.650  0.455
N -1.137 2.183 -1.646  -0.561
N -0.639 3.427 -1.781  -0.149
C 0.310 3.907 -0.983  0.510
N 0.670 5.213 -1.233  -0.449
N 0.800 3.033 -0.107  0.059
N 1.772 3.524 0.770  0.520
O 2.116 4.717 1.062  -0.876
O 2.103 2.586 1.682  -0.364
H -1.008 1.784 -0.702  -0.226
H -0.704 1.552 -2.356  0.284
H -1.262 4.057 -2.213  0.236
H 0.200 5.659 -2.014  0.189
H 1.033 5.745 -0.480  0.221
O 2.212 -4.181 1.993  -0.595
N 2.336 -3.116 1.400  1.075
O 3.108 -3.003 0.368  -0.620
O 1.599 -2.135 1.811  -0.441
Cl -4.995 -2.033 0.864  -0.261
C -3.510 -2.672 1.409  0.513
C -3.357 -3.122 2.715  -0.531
C -2.160 -3.856 3.018  -0.602
C -1.196 -3.989 2.035  -0.799
C -1.401 -3.472 0.767  1.614
Cl -0.181 -3.712 -0.397  -0.150
C -2.546 -2.789 0.357  -1.761
N -2.725 -2.068 -0.809  0.851
C -2.691 -2.685 -2.106  -0.019
C -3.465 -3.812 -2.373  -0.635
C -3.536 -4.295 -3.661  -0.495
C -2.850 -3.658 -4.704  -0.793
C -2.014 -2.613 -4.402  -0.710
C -1.918 -2.077 -3.072  0.142
C -0.865 -1.037 -2.795  0.828
C 0.533 -1.588 -2.494  0.707
O 1.092 -2.403 -3.234  -0.851
O 1.104 -1.113 -1.397  0.023
H -4.094 -2.992 3.503  0.458
H -1.964 -4.130 4.073  0.366
H -0.292 -4.493 2.149  0.535
H -3.576 -1.496 -0.771  0.353
H -3.956 -4.460 -1.586  0.246
H -4.189 -5.151 -3.834  0.375
H -2.897 -4.042 -5.720  0.395
H -1.456 -2.115 -5.197  0.411
H -1.074 -0.522 -1.885  -1.060
H -0.718 -0.345 -3.655  0.586
O 0.033 0.200 0.711  1.359
C -0.564 0.392 1.786  -0.756
C -2.034 0.661 1.739  -0.195
C -2.470 2.089 2.208  -1.195
C -1.326 2.778 2.980  -0.227
C -0.842 2.183 4.275  -0.854
C -0.523 0.680 4.172  -0.936
N 0.070 0.232 2.923  0.437
H -2.521 -0.095 2.352  0.547
H -2.356 0.519 0.691  0.062
H -3.379 1.946 2.808  0.334
H -2.663 2.685 1.367  0.480
H -1.575 3.796 3.089  0.582
H -0.382 2.808 2.329  -0.153
H -1.618 2.248 5.090  0.330
H -0.044 2.846 4.617  0.428
H -1.419 0.044 4.265  0.350
H 0.147 0.468 4.957  0.581
H 1.109 0.150 2.824  0.406

As for the spin multiplicity: 3. For the HOMO energy (spin up / spin down), the calculation gives -7.51 / -8.41 eV. The value obtained for the orbital gap (spin up / spin down) is 7.70 / 8.49 eV.

***

Molecular formula: C28H31N2
Method: DFT, ωB97M-V/def2-TZVPD

Last column: Mulliken charge in e.
Cartesian coordinates (Å):
C -1.627 -2.903 3.356  -1.363
C -0.876 -2.677 2.049  0.853
C -1.682 -3.220 0.863  -1.466
N 0.298 -2.181 1.967  -0.362
C 1.338 -2.876 1.117  -0.569
C 2.711 -2.930 1.750  0.454
C 3.298 -4.181 1.968  -0.399
C 4.610 -4.285 2.437  -0.595
C 5.340 -3.119 2.715  -0.408
C 4.750 -1.860 2.515  -0.523
C 3.429 -1.769 2.048  -0.225
H -2.705 -2.947 3.167  0.368
H -1.329 -3.875 3.774  0.316
H -1.413 -2.130 4.094  0.362
H -2.744 -3.283 1.117  0.398
H -1.571 -2.583 -0.025  0.429
H -1.338 -4.235 0.614  0.412
H 1.085 -3.920 0.860  0.319
H 1.447 -2.313 0.171  0.291
H 2.711 -5.068 1.724  0.286
H 5.061 -5.274 2.570  0.357
H 6.367 -3.199 3.080  0.357
H 5.328 -0.951 2.709  0.347
H 2.959 -0.798 1.882  0.439
C 0.819 2.558 2.042  -1.662
C 0.764 2.553 0.576  0.268
N 1.661 3.238 -0.168  0.271
C 2.853 3.872 0.371  -0.873
C 1.321 3.188 -1.522  0.367
C 0.154 2.405 -1.643  0.696
C -0.299 2.124 -2.928  -0.206
C 0.396 2.633 -4.037  -0.902
C 1.576 3.381 -3.877  -0.703
C 2.050 3.671 -2.593  -0.979
C -0.219 1.980 -0.288  1.098
C -1.240 1.104 0.103  -0.821
C -2.476 0.946 -0.622  0.536
C -2.986 1.960 -1.486  -0.924
C -4.062 1.712 -2.331  -0.372
C -4.659 0.448 -2.393  1.058
C -5.690 0.152 -3.442  -1.479
C -4.263 -0.512 -1.451  -0.697
C -3.256 -0.244 -0.532  -0.696
H -0.125 2.121 2.378  0.409
H 1.642 1.944 2.434  0.333
H 0.927 3.575 2.448  0.436
H 3.442 4.277 -0.454  0.327
H 2.567 4.680 1.058  0.315
H 3.461 3.144 0.926  0.316
H -1.176 1.492 -3.061  0.510
H 0.030 2.431 -5.043  0.406
H 2.115 3.760 -4.745  0.399
H 2.935 4.264 -2.390  0.262
H -1.078 0.483 0.998  0.279
H -2.513 2.947 -1.504  0.517
H -4.435 2.499 -2.989  0.443
H -6.075 -0.865 -3.341  0.352
H -6.537 0.842 -3.358  0.360
H -5.293 0.258 -4.460  0.333
H -4.765 -1.480 -1.449  0.347
H -3.013 -0.963 0.255  0.598

Its total charge is +1. For the HOMO energy, the calculation gives -10.74 eV. The value obtained for the orbital gap is 5.94 eV.

***

Molecular formula: C28H31N3O2Re
Method: DFT, ωB97M-V/def2-TZVPD

Last column: Mulliken charge in e.
Cartesian coordinates (Å):
C -0.233 1.432 1.445  -1.635
C -0.244 -1.333 1.535  -0.375
H 0.769 1.781 1.700  0.264
H -0.739 1.035 2.326  0.454
H -0.840 2.230 1.006  0.723
H 0.047 -2.312 1.142  0.235
H 0.435 -1.056 2.342  -0.333
H -1.280 -1.346 1.879  0.485
C 0.488 2.648 -1.604  -0.026
C 0.846 3.446 -2.684  -0.852
C 1.079 2.834 -3.914  -0.476
C 0.945 1.455 -4.016  -1.035
H 0.314 3.068 -0.620  0.438
H 0.948 4.518 -2.556  0.433
H 1.368 3.420 -4.781  0.467
H 1.138 0.961 -4.961  0.376
N 0.354 1.320 -1.702  0.052
C 0.580 0.711 -2.889  0.831
C 0.447 -0.759 -2.905  0.997
N 0.180 -1.352 -1.716  0.007
C 0.059 -2.683 -1.659  0.019
C 0.477 -2.905 -4.002  -0.448
C 0.202 -3.501 -2.773  -0.896
H -0.151 -3.095 -0.678  0.400
H 0.102 -4.576 -2.673  0.441
C 0.597 -1.523 -4.067  -1.036
H 0.806 -1.042 -5.016  0.398
H 0.596 -3.507 -4.898  0.465
Re 0.000 0.000 0.000  1.833
C -2.066 0.033 -0.189  -1.639
H -2.401 -1.003 -0.291  0.446
H -2.300 0.604 -1.092  0.337
H -2.522 0.495 0.688  0.484
C 6.893 -1.536 4.960  -1.709
C 5.643 -2.078 4.301  0.968
C 5.801 -3.101 3.358  -0.490
C 4.697 -3.670 2.725  -0.887
C 3.413 -3.206 2.998  -0.381
C 3.216 -2.163 3.906  -0.020
N 1.890 -1.675 4.086  0.393
C 1.677 -0.272 4.137  -0.848
C 0.985 0.254 5.242  -0.494
C 0.922 1.628 5.446  -0.715
C 1.567 2.486 4.561  -0.754
C 2.208 1.982 3.422  -0.276
C 2.201 0.596 3.119  1.017
C 2.714 0.136 1.725  -0.103
O 4.023 0.126 1.616  -0.617
O 2.013 0.006 0.526  -0.561
C 4.341 -1.608 4.606  1.309
C 4.196 -0.584 5.723  -1.921
H 7.566 -1.122 4.181  0.388
H 6.714 -0.721 5.687  0.389
H 7.414 -2.354 5.499  0.379
H 6.791 -3.470 3.122  0.490
H 4.839 -4.465 2.007  0.433
H 2.567 -3.640 2.479  0.494
H 1.190 -2.332 4.455  0.328
H 0.548 -0.408 5.982  0.495
H 0.408 2.023 6.314  0.505
H 1.540 3.553 4.740  0.484
H 2.640 2.687 2.723  0.631
H 4.687 -0.972 6.640  0.578
H 3.176 -0.422 6.073  0.229
H 4.649 0.386 5.434  0.429

Its total charge is +2. As for the spin multiplicity: 4. For the HOMO energy (spin up / spin down), the calculation gives -14.31 / -14.28 eV. The value obtained for the orbital gap (spin up / spin down) is 6.20 / 5.70 eV.

***

Molecular formula: C28H31N3O6
Method: DFT, ωB97M-V/def2-TZVPD

Last column: Mulliken charge in e.
Cartesian coordinates (Å):
C -5.945 3.145 0.831  -1.017
H -6.338 2.367 1.494  0.384
O -4.843 2.687 0.089  -0.358
C -3.727 2.260 0.763  0.934
C -3.607 2.303 2.147  -0.326
C -2.435 1.914 2.769  -1.504
C -1.372 1.446 2.024  -0.751
C -1.486 1.340 0.646  0.799
C -2.650 1.775 0.000  0.146
O -2.588 1.744 -1.361  -0.432
C -3.755 1.608 -2.143  -0.909
H -4.295 2.553 -2.230  0.312
H -3.399 1.294 -3.124  0.317
H -4.424 0.846 -1.738  0.266
C -0.368 0.826 -0.227  0.287
N 0.703 0.164 0.516  1.013
C 0.450 -0.884 1.343  1.337
O -0.654 -1.388 1.484  -0.725
C 1.594 -1.346 2.161  -0.688
C 2.604 -0.675 2.804  -0.429
C 3.300 -1.643 3.559  -0.632
C 2.663 -2.825 3.324  -0.557
O 1.631 -2.651 2.495  -0.357
H 2.851 -3.821 3.675  0.500
H 4.152 -1.480 4.186  0.477
H 2.818 0.373 2.751  0.601
C 2.023 0.537 0.170  -1.279
C 2.430 1.860 0.301  -0.211
C 3.713 2.227 -0.049  -1.026
C 4.615 1.280 -0.533  0.972
C 4.202 -0.043 -0.674  -0.952
C 2.915 -0.404 -0.331  0.170
H 2.593 -1.426 -0.460  0.579
H 4.890 -0.776 -1.059  0.521
N 5.899 1.714 -0.868  -0.183
C 6.978 0.981 -1.281  0.799
O 6.981 -0.220 -1.413  -0.607
C 8.187 1.853 -1.552  -1.341
H 7.961 2.574 -2.335  0.331
H 8.476 2.389 -0.651  0.336
H 9.012 1.225 -1.874  0.356
H 6.039 2.712 -0.779  0.195
H 4.022 3.257 0.057  0.289
H 1.742 2.598 0.686  0.506
H 0.088 1.675 -0.749  0.868
C -0.848 -0.116 -1.368  -1.105
O -0.406 -0.003 -2.492  -0.735
N -1.730 -1.044 -0.976  0.442
H -1.857 -1.177 0.023  0.476
C -2.184 -2.108 -1.841  -0.197
H -1.968 -1.780 -2.861  0.532
C -1.475 -3.442 -1.515  -0.482
C -2.588 -4.484 -1.427  -0.746
H -2.840 -4.854 -2.422  0.284
C -3.759 -3.688 -0.859  -0.680
H -3.595 -3.503 0.204  0.256
H -4.715 -4.194 -0.981  0.426
C -3.687 -2.375 -1.637  -0.692
H -4.178 -2.488 -2.604  0.320
H -4.162 -1.551 -1.106  0.202
H -2.312 -5.332 -0.802  0.393
H -0.983 -3.348 -0.545  0.025
H -0.721 -3.694 -2.258  0.335
H -0.459 1.154 2.518  0.477
H -2.356 1.981 3.843  0.400
H -4.424 2.664 2.750  0.433
H -6.703 3.405 0.093  0.255
H -5.695 4.034 1.419  0.371

For the HOMO energy, the calculation gives -8.09 eV. The value obtained for the orbital gap is 8.69 eV. The SMILES is COc1cccc([C@H](C(=O)NC2CCCC2)N(C(=O)c2ccco2)c2ccc(NC(C)=O)cc2)c1OC.

***

| no. | total energy (a.u.) |
| --- | --- |
| 1 | -1865.68582 |
| 2 | -4131.81867 |
| 3 | -4251.05695 |
| 4 | -1194.79410 |
| 5 | -1477.91340 |
| 6 | -1701.29388 |